Record 1
{"formula": "C8H7NO", "method": "the ωB97M-V functional and the def2-TZVPD basis", "species": ["C", "C", "C", "C", "C", "C", "C", "C", "N", "O", "H", "H", "H", "H", "H", "H", "H"], "coordinates": [[1.58, 1.81, -0.06], [-2.95, -0.49, 0.34], [-1.55, -0.71, 0.22], [-3.18, 0.79, -0.11], [-1.08, 0.43, -0.26], [3.10, -0.41, -0.44], [1.86, -0.92, 0.30], [2.14, 0.57, 0.22], [1.23, 2.90, -0.11], [-2.03, 1.33, -0.46], [-3.62, -1.26, 0.65], [-0.94, -1.52, 0.50], [-4.23, 1.33, -0.15], [4.13, -0.58, -0.17], [2.83, -0.52, -1.44], [1.01, -1.29, -0.31], [1.71, -1.44, 1.25]], "de_lowest_kj_mol": 664.24, "gap_ha": [0.297, 0.283], "e_lumo_ev": [-1.1, -1.2], "e_tot_ev": -11939.295, "homo_energy_ev": [-9.230, -8.909]}

***

Record 2
{"formula": "C5H5NO", "method": "the ωB97M-V functional and the def2-TZVPD basis", "species": ["O", "C", "C", "C", "C", "C", "N", "H", "H", "H", "H", "H"], "coordinates": [[2.27, 0.96, -0.87], [1.07, 0.92, -0.85], [0.36, 0.63, 0.44], [-1.10, 0.37, 0.66], [-0.16, -0.80, 0.54], [-0.28, -1.58, -0.68], [-0.44, -2.17, -1.66], [0.47, 1.00, -1.78], [0.92, 0.97, 1.30], [-1.81, 0.50, -0.15], [-1.49, 0.58, 1.65], [0.18, -1.37, 1.40]], "de_lowest_kj_mol": 146.40, "gap_ha": 0.404, "e_lumo_ev": 0.7, "e_tot_ev": -8801.902, "homo_energy_ev": -10.333}

***

Record 3
{"formula": "C41H33BrFN2O7OsS2Si", "method": "the ωB97M-V functional and the def2-TZVPD basis", "species": ["Os", "C", "Si", "C", "C", "N", "C", "C", "C", "C", "C", "C", "F", "H", "H", "H", "H", "H", "H", "H", "H", "H", "H", "H", "H", "H", "O", "C", "O", "C", "C", "C", "C", "S", "C", "C", "H", "H", "H", "H", "H", "O", "C", "N", "C", "O", "C", "C", "C", "C", "C", "C", "H", "H", "H", "H", "Br", "C", "C", "C", "C", "C", "C", "C", "O", "O", "H", "H", "H", "H", "C", "C", "O", "S", "C", "C", "C", "C", "C", "C", "C", "C", "H", "H", "H", "H", "H", "H", "H"], "coordinates": [[1.28, 0.35, 1.11], [1.99, -3.44, -0.96], [0.72, -2.06, -0.93], [-0.49, -2.37, 0.47], [-0.22, -2.17, -2.56], [1.56, -0.53, -0.66], [2.65, -0.21, -1.48], [2.56, -0.36, -2.87], [3.61, -0.06, -3.73], [4.80, 0.44, -3.22], [4.92, 0.62, -1.86], [3.87, 0.30, -1.02], [4.06, 0.53, 0.30], [1.51, -4.42, -0.90], [2.70, -3.34, -0.13], [2.57, -3.40, -1.89], [-0.99, -3.33, 0.29], [-1.26, -1.59, 0.53], [0.01, -2.42, 1.43], [-1.10, -2.80, -2.43], [0.41, -2.63, -3.33], [-0.57, -1.20, -2.94], [1.63, -0.71, -3.29], [3.48, -0.20, -4.79], [5.63, 0.68, -3.88], [5.83, 1.01, -1.40], [-4.51, -3.86, 3.38], [-5.04, -2.81, 2.70], [-6.16, -2.88, 2.28], [-4.16, -1.61, 2.54], [-3.09, -1.35, 3.39], [-2.29, -0.23, 3.20], [-2.57, 0.63, 2.14], [-1.48, 2.01, 1.85], [-3.65, 0.38, 1.30], [-4.44, -0.74, 1.50], [-3.58, -3.70, 3.55], [-2.87, -2.00, 4.23], [-1.43, -0.04, 3.82], [-3.85, 1.06, 0.48], [-5.29, -0.95, 0.86], [4.35, -2.04, 1.24], [3.62, -1.84, 2.19], [2.48, -1.07, 2.23], [1.90, -1.15, 3.48], [0.85, -0.59, 3.76], [2.75, -2.01, 4.35], [2.63, -2.38, 5.67], [3.62, -3.21, 6.19], [4.69, -3.64, 5.41], [4.80, -3.25, 4.07], [3.81, -2.43, 3.57], [1.80, -2.04, 6.28], [3.57, -3.53, 7.23], [5.44, -4.28, 5.84], [5.62, -3.57, 3.45], [-1.23, 6.30, -1.04], [0.16, 5.06, -0.66], [0.97, 4.62, -1.70], [1.98, 3.71, -1.43], [2.16, 3.24, -0.14], [1.33, 3.68, 0.89], [0.34, 4.62, 0.64], [1.48, 3.14, 2.31], [1.43, 3.92, 3.24], [1.59, 1.85, 2.45], [0.81, 4.99, -2.71], [2.63, 3.36, -2.22], [2.95, 2.54, 0.09], [-0.28, 4.97, 1.44], [-5.70, 2.68, -4.01], [-5.54, 2.14, -5.40], [-6.34, 2.30, -6.28], [-4.06, 1.19, -5.79], [-3.17, 1.16, -4.26], [-2.20, 2.14, -4.00], [-1.50, 2.14, -2.81], [-1.75, 1.13, -1.83], [-2.72, 0.13, -2.13], [-3.41, 0.16, -3.32], [-1.07, 1.12, -0.64], [-0.51, 1.18, 0.52], [-6.59, 3.30, -3.98], [-4.83, 3.26, -3.71], [-5.79, 1.86, -3.29], [-2.00, 2.90, -4.74], [-0.75, 2.89, -2.60], [-2.91, -0.65, -1.40], [-4.14, -0.61, -3.54]], "spin_multiplicity": 5, "de_lowest_kj_mol": 66.70, "gap_ha": [0.250, 0.234], "charge": -1, "e_lumo_ev": [2.1, 1.1], "s_squared": 6.067, "e_tot_ev": -165144.079, "homo_energy_ev": [-4.695, -5.267]}

***

Record 4
{"formula": "C36H54N11O6", "method": "the ωB97M-V functional and the def2-TZVPD basis", "species": ["C", "C", "C", "O", "C", "H", "H", "C", "O", "C", "C", "H", "O", "C", "C", "N", "C", "N", "C", "N", "C", "C", "H", "O", "C", "C", "H", "H", "H", "H", "H", "H", "H", "N", "C", "N", "N", "H", "C", "H", "C", "N", "C", "O", "C", "N", "C", "C", "N", "N", "C", "N", "H", "H", "C", "C", "C", "C", "C", "C", "C", "H", "H", "O", "H", "H", "H", "H", "H", "H", "H", "H", "C", "C", "H", "H", "H", "C", "C", "H", "H", "H", "H", "H", "H", "C", "C", "H", "H", "H", "H", "H", "H", "H", "H", "H", "H", "H", "H", "H", "H", "H", "H", "H", "H", "H", "H"], "coordinates": [[-1.24, 2.87, 0.80], [-0.24, 3.15, 1.39], [1.03, 3.45, 2.02], [2.12, 3.35, 1.10], [2.56, 4.57, 0.55], [2.80, 5.28, 1.36], [3.48, 4.33, 0.01], [1.58, 5.23, -0.42], [1.58, 4.49, -1.62], [0.95, 5.10, -2.71], [-0.59, 5.21, -2.55], [-0.83, 6.03, -1.88], [-1.17, 4.07, -1.95], [-1.52, 2.99, -2.78], [-0.33, 2.08, -3.14], [0.48, 1.91, -1.97], [1.27, 0.87, -1.77], [1.32, -0.10, -2.66], [2.12, -1.14, -2.39], [2.22, -2.11, -3.28], [2.97, -3.32, -3.05], [2.00, -4.51, -3.08], [1.29, -4.42, -2.24], [1.29, -4.54, -4.30], [0.54, -3.36, -4.48], [1.45, -2.13, -4.50], [0.87, -1.21, -4.57], [2.14, -2.20, -5.35], [0.02, -3.48, -5.44], [-0.19, -3.25, -3.66], [2.54, -5.45, -3.01], [3.70, -3.44, -3.86], [3.48, -3.26, -2.09], [2.86, -1.24, -1.26], [2.83, -0.25, -0.41], [2.05, 0.85, -0.64], [3.63, -0.32, 0.67], [1.97, 1.63, 0.01], [3.54, 0.56, 1.81], [4.53, 0.58, 2.28], [2.48, -0.01, 2.78], [2.55, -1.46, 2.73], [1.49, -2.31, 2.69], [1.62, -3.49, 2.41], [0.10, -1.71, 2.98], [-0.45, -1.41, 1.68], [-1.20, -2.17, 0.86], [-1.35, -1.40, -0.28], [-0.69, -0.24, -0.09], [-0.15, -0.26, 1.08], [-2.15, -1.67, -1.51], [-1.75, -2.93, -2.11], [-2.37, -3.15, -2.88], [-1.84, -3.69, -1.43], [-3.66, -1.63, -1.16], [-4.04, -0.34, -0.49], [-4.20, 0.82, -1.25], [-4.52, 2.02, -0.64], [-4.69, 2.09, 0.74], [-4.53, 0.93, 1.50], [-4.21, -0.26, 0.88], [-4.11, -1.15, 1.48], [-4.67, 0.97, 2.57], [-5.00, 3.29, 1.29], [-5.14, 3.20, 2.24], [-4.66, 2.92, -1.22], [-4.10, 0.78, -2.32], [-3.89, -2.47, -0.49], [-4.24, -1.76, -2.08], [-1.93, -0.88, -2.23], [-1.54, -3.14, 1.12], [0.17, -0.77, 3.53], [-0.75, -2.70, 3.79], [-0.06, -2.97, 5.12], [-0.66, -3.64, 5.73], [0.09, -2.05, 5.68], [0.91, -3.44, 4.96], [-2.16, -2.13, 4.01], [-3.18, -3.20, 4.37], [-2.91, -3.71, 5.29], [-4.16, -2.76, 4.51], [-3.25, -3.95, 3.58], [-2.12, -1.38, 4.81], [-2.50, -1.61, 3.11], [-0.81, -3.64, 3.24], [3.87, -1.98, 2.43], [4.27, -1.58, 1.00], [5.35, -1.47, 0.92], [3.93, -2.33, 0.28], [4.57, -1.59, 3.17], [3.83, -3.07, 2.52], [1.50, 0.32, 2.44], [2.67, 0.34, 3.80], [3.28, 1.58, 1.52], [0.48, 2.69, -1.31], [-0.69, 1.11, -3.47], [0.27, 2.52, -3.95], [-2.01, 3.34, -3.70], [-2.24, 2.42, -2.19], [-1.03, 5.41, -3.54], [1.34, 6.12, -2.87], [1.21, 4.48, -3.57], [1.91, 6.26, -0.61], [0.57, 5.25, 0.02], [1.23, 2.71, 2.81], [1.01, 4.44, 2.48], [-2.15, 2.64, 0.32]], "de_lowest_kj_mol": 58.39, "gap_ha": 0.332, "charge": 1, "e_lumo_ev": -1.5, "e_tot_ev": -66878.309, "homo_energy_ev": -10.542}

***

Record 5
{"formula": "C20H70N20O20", "method": "the ωB97M-V functional and the def2-TZVPD basis", "species": ["C", "O", "N", "N", "H", "H", "H", "H", "C", "O", "N", "N", "H", "H", "H", "H", "C", "O", "N", "N", "H", "H", "H", "H", "C", "O", "N", "N", "H", "H", "H", "H", "C", "O", "N", "N", "H", "H", "H", "H", "C", "O", "N", "N", "H", "H", "H", "H", "C", "O", "N", "N", "H", "H", "H", "H", "C", "O", "N", "N", "H", "H", "H", "H", "C", "O", "N", "N", "H", "H", "H", "H", "C", "O", "N", "N", "H", "H", "H", "H", "C", "C", "O", "O", "H", "H", "H", "H", "H", "H", "C", "C", "O", "O", "H", "H", "H", "H", "H", "H", "C", "C", "O", "O", "H", "H", "H", "H", "H", "H", "C", "C", "O", "O", "H", "H", "H", "H", "H", "H", "C", "C", "O", "O", "H", "H", "H", "H", "H", "H"], "coordinates": [[-1.46, -3.17, -1.51], [-1.64, -2.68, -0.42], [-2.43, -4.04, -1.98], [-0.41, -2.98, -2.34], [-3.17, -4.33, -1.29], [-2.59, -4.21, -2.98], [-0.60, -3.13, -3.33], [0.10, -2.24, -1.90], [-2.20, 0.98, -3.06], [-3.44, 1.22, -3.17], [-1.44, 1.00, -4.19], [-1.55, 0.64, -1.82], [-1.67, 1.63, -4.95], [-0.43, 0.97, -4.05], [-0.60, 0.33, -1.81], [-2.21, 0.17, -1.25], [2.19, -1.28, -4.41], [1.94, -0.09, -4.57], [1.39, -2.33, -4.87], [3.31, -1.70, -3.70], [0.43, -2.06, -5.20], [1.36, -3.00, -4.12], [3.64, -2.63, -3.80], [3.95, -1.04, -3.28], [-3.22, 3.94, -0.49], [-2.82, 4.26, 0.62], [-2.62, 4.35, -1.61], [-4.17, 3.02, -0.62], [-2.87, 3.81, -2.46], [-1.82, 4.97, -1.62], [-4.17, 2.34, -1.34], [-4.39, 2.69, 0.29], [6.18, -1.12, -1.38], [5.96, -2.33, -1.43], [5.45, -0.24, -0.60], [7.00, -0.56, -2.24], [5.55, 0.77, -0.72], [4.84, -0.62, 0.14], [7.47, -1.19, -2.85], [7.06, 0.44, -2.26], [4.00, 2.12, -2.56], [2.91, 1.87, -2.02], [4.38, 1.75, -3.78], [4.97, 2.73, -1.83], [5.22, 2.12, -4.20], [3.84, 0.95, -4.19], [4.52, 3.29, -1.12], [5.65, 3.36, -2.31], [-2.81, -2.30, -5.09], [-1.75, -3.03, -4.99], [-3.11, -1.96, -6.36], [-3.60, -1.90, -4.10], [-3.47, -1.10, -6.70], [-2.41, -2.25, -7.01], [-4.46, -1.35, -4.13], [-3.15, -1.93, -3.21], [3.52, 0.65, 3.62], [3.25, 0.56, 2.39], [4.01, -0.31, 4.41], [3.07, 1.81, 4.25], [3.90, -0.17, 5.43], [4.27, -1.21, 3.99], [2.54, 2.45, 3.70], [2.77, 1.67, 5.24], [-2.41, -2.65, 4.11], [-3.02, -3.40, 4.81], [-2.45, -1.22, 4.25], [-1.66, -3.04, 3.05], [-3.19, -0.94, 4.91], [-2.54, -0.71, 3.38], [-1.84, -4.00, 2.70], [-0.82, -2.52, 2.79], [-3.95, 1.97, 2.82], [-4.14, 0.75, 2.96], [-2.73, 2.57, 2.84], [-4.95, 2.87, 2.82], [-2.54, 3.36, 2.19], [-2.09, 1.85, 2.98], [-4.82, 3.87, 2.74], [-5.79, 2.53, 3.18], [1.52, -0.40, -0.33], [0.39, -0.01, 0.58], [0.50, -0.59, 1.85], [1.20, -0.32, -1.71], [1.84, -1.40, -0.07], [2.39, 0.24, -0.16], [-0.54, -0.38, 0.14], [0.26, 1.07, 0.53], [1.34, -0.23, 2.23], [1.76, 0.34, -2.12], [-5.00, -1.36, -0.45], [-6.10, -0.59, -1.17], [-6.40, -1.26, -2.42], [-3.68, -1.21, -0.94], [-5.31, -2.35, -0.49], [-5.00, -1.00, 0.55], [-5.64, 0.41, -1.44], [-6.95, -0.47, -0.54], [-7.16, -0.85, -2.84], [-3.01, -1.83, -0.49], [3.60, -2.75, 1.15], [2.57, -3.59, 1.87], [2.72, -4.95, 1.65], [3.55, -3.08, -0.24], [4.58, -2.98, 1.55], [3.37, -1.72, 1.39], [1.52, -3.22, 1.56], [2.62, -3.50, 2.95], [3.03, -5.18, 0.76], [4.47, -3.13, -0.54], [0.38, -0.10, 6.31], [-0.40, 1.15, 6.71], [0.37, 2.26, 6.27], [0.54, -0.30, 4.89], [-0.04, -1.03, 6.68], [1.41, 0.11, 6.64], [-0.49, 1.25, 7.82], [-1.38, 1.11, 6.22], [-0.24, 3.01, 6.21], [-0.37, -0.47, 4.53], [0.15, 3.76, -0.07], [1.48, 3.60, 0.71], [1.31, 3.65, 2.14], [-0.14, 5.15, 0.09], [-0.53, 3.04, 0.34], [0.28, 3.57, -1.14], [2.11, 4.44, 0.37], [1.99, 2.68, 0.46], [1.23, 4.58, 2.39], [-1.09, 5.23, 0.25]], "de_lowest_kj_mol": 166.46, "gap_ha": 0.334, "e_lumo_ev": 0.0, "e_tot_ev": -92636.468, "homo_energy_ev": -9.138}